# C8H11N2O2P

C8H11N2O2P in the gas phase at a distorted geometry (ωB97M-V with the def2-TZVPD basis set, the OMol25 dataset).

Last column: Mulliken charge in e.
Cartesian coordinates (Å):
C1 -4.56 -0.61 0.15  -0.12
C2 -3.51 -0.20 -0.30  -0.68
C3 -2.30 0.21 -0.94  0.13
O1 -1.50 -0.95 -1.30  -0.46
P1 -0.40 -1.34 -0.20  0.82
O2 -0.52 -2.74 0.21  -0.78
N1 1.06 -0.96 -0.92  -0.28
C4 2.30 -1.88 -0.62  -0.80
N2 -0.77 0.04 0.91  -0.09
C5 0.23 0.51 1.83  -0.74
C6 -1.34 1.03 0.04  -0.22
C7 -0.46 1.83 -0.75  -1.09
C8 0.15 2.62 -1.42  0.08
H1 -5.24 -0.61 0.92  0.38
H2 -2.31 0.89 -1.83  0.47
H3 0.88 -1.26 -1.82  0.30
H4 2.90 -2.07 -1.51  0.33
H5 2.94 -1.39 0.17  0.22
H6 1.85 -2.87 -0.33  0.34
H7 0.82 -0.30 2.20  0.37
H8 0.95 1.30 1.36  0.27
H9 -0.14 1.02 2.85  0.23
H10 -1.94 1.70 0.51  0.72
H11 0.78 3.16 -1.96  0.62

The value obtained for the orbital gap is 0.384 Ha. The calculation puts the largest force on an atom at 3.87 eV/A. The multiplicity is 1. The calculation puts the electronic energy at -24834.6890 eV. As for the structure (SMILES): C#C[C@@H]1O[P@@](=O)(NC)N(C)[C@H]1C#C. For the highest occupied orbital energy, the calculation gives -9.6837 eV.


# CH14O5S2

6 unconnected molecules or ions with the total composition CH14O5S2 at a distorted geometry (ωB97M-V with the def2-TZVPD basis set, the OMol25 dataset).

Last column: Mulliken charge in e.
Cartesian coordinates (Å):
C1 -1.42 0.39 -1.50  -1.07
S1 0.12 0.92 -2.35  -0.02
S2 1.80 1.10 -1.21  -0.27
H1 -2.07 0.42 -2.38  0.37
H2 -1.83 1.14 -0.82  0.34
H3 -1.56 -0.56 -1.00  0.20
H4 1.79 -0.05 -0.49  0.17
H5 0.58 -2.61 0.49  0.37
H6 1.80 -2.50 1.36  0.27
O1 1.48 -2.88 0.54  -0.74
H7 -1.83 -1.70 0.82  0.44
H8 -2.05 -1.94 2.29  0.39
O2 -1.35 -1.97 1.63  -1.37
H9 1.91 0.42 3.25  0.31
H10 1.86 -1.04 3.28  0.28
O3 1.26 -0.28 3.26  -0.59
H11 0.12 2.04 1.91  0.32
H12 -0.26 2.14 0.37  0.34
O4 0.36 2.39 1.05  -0.66
H13 -4.35 -0.63 0.15  0.33
H14 -3.85 -1.83 0.79  0.39
O5 -3.49 -0.97 0.46  -0.80

The value obtained for the orbital gap (alpha / beta) is 0.085 / 0.293 Ha. The net charge is -1. The calculation puts the largest force on an atom at 1.36 eV/A. The multiplicity is 2. The calculation puts the electronic energy at -33170.8018 eV. For the highest occupied orbital energy (alpha / beta), the calculation gives 0.2107 / -5.5014 eV.


# C6H6N2

C6H6N2 in the gas phase at a distorted geometry (ωB97M-V with the def2-TZVPD basis set, the OMol25 dataset).

Last column: Mulliken charge in e.
Cartesian coordinates (Å):
C1 0.19 2.56 0.26  0.18
C2 0.21 1.40 -0.05  -0.78
C3 0.35 0.02 -0.56  0.44
C4 1.67 -0.65 -0.18  0.01
N1 2.60 -1.13 0.28  -0.40
N2 -0.79 -0.94 -0.42  -0.35
C5 -2.06 -0.32 -0.33  -0.40
C6 -1.35 -0.87 0.92  -0.39
H1 0.45 3.57 0.46  0.45
H2 0.45 0.12 -1.63  0.21
H3 -2.19 0.73 -0.38  0.27
H4 -2.85 -0.95 -0.77  0.26
H5 -0.93 -0.08 1.58  0.25
H6 -1.76 -1.78 1.28  0.28

The value obtained for the orbital gap is 0.403 Ha. The calculation puts the largest force on an atom at 2.59 eV/A. The multiplicity is 1. The calculation puts the electronic energy at -9295.1468 eV. As for the structure (SMILES): C#C[C@@H](C#N)N1CC1. For the highest occupied orbital energy, the calculation gives -10.0801 eV.


# C3H7NO5P

A gas-phase ion, C3H7NO5P (charge -1) at a distorted geometry (ωB97M-V with the def2-TZVPD basis set, the OMol25 dataset).

Last column: Mulliken charge in e.
Cartesian coordinates (Å):
H1 1.11 2.00 1.14  0.35
N1 1.24 2.01 0.06  -0.72
C1 0.82 0.98 -0.54  -0.54
C2 0.49 -0.33 0.10  1.28
C3 1.62 -1.40 -0.27  -1.54
O1 0.48 -0.15 1.44  -0.64
O2 -0.68 -0.86 -0.34  -0.43
P1 -2.19 -0.13 0.03  0.88
O3 -3.19 -1.07 -0.52  -0.75
O4 -2.21 0.32 1.48  -0.75
O5 -2.03 1.20 -1.03  -0.54
H2 0.70 0.89 -1.66  0.37
H3 1.25 -2.30 0.07  0.45
H4 1.70 -1.49 -1.38  0.31
H5 2.61 -1.14 0.19  0.33
H6 -0.48 0.02 1.72  0.50
H7 -1.25 1.45 -0.51  0.46

The value obtained for the orbital gap is 0.355 Ha. The net charge is -1. The calculation puts the largest force on an atom at 2.88 eV/A. The multiplicity is 1. The calculation puts the electronic energy at -24245.3681 eV. As for the structure (SMILES): [H]/N=C\[C@@](C)(O)O[P@@](=O)([O-])O. For the highest occupied orbital energy, the calculation gives -5.9351 eV.